Record 1
22
Properties=species:S:1:pos:R:3 method="wB97M-V/def2-TZVPD" orbital_gap_ev=9.629 smiles="O=C(/C=N/O)NCc1cccnc1" relative_energy_kcal_mol=71.8
O 3.1504 -1.5865 -0.7051
C 2.3634 -0.7250 -0.2425
C 2.5948 0.7690 -0.5273
N 1.5794 1.5146 -0.1594
O 1.8400 2.8586 -0.3520
N 1.3274 -1.2842 0.5530
C 0.3423 -0.7165 1.4055
C -0.9943 -0.5019 0.6286
C -1.1446 -1.0654 -0.6866
C -2.3010 -0.7989 -1.3325
C -3.0416 0.2727 -0.8454
N -2.8243 1.0151 0.2382
C -1.8917 0.5139 1.0442
H 3.6278 1.2620 -0.8129
H 0.8989 3.2162 0.0224
H 1.6455 -2.2526 0.7939
H 0.6615 0.3274 1.7602
H 0.3324 -1.5270 2.2095
H -0.3963 -1.7586 -1.1126
H -2.4290 -1.1677 -2.3374
H -3.8071 0.5553 -1.4917
H -1.5342 1.0794 1.9499


Record 2
13
Properties=species:S:1:pos:R:3 method="wB97M-V/def2-TZVPD" orbital_gap_ev=9.895 relative_energy_kcal_mol=29.6 charge=+1
C 1.1810 0.0579 -1.4369
C -2.3642 1.1618 0.3460
C 1.2825 -0.8944 0.8115
N 0.7389 -0.1283 -0.2390
O -1.1807 1.3839 0.4668
I -3.0224 -0.7726 -0.0568
H 2.1170 -0.2811 -1.7658
H -3.2784 1.7985 0.5449
H 2.1701 -1.4430 0.7256
H 1.6067 -0.3700 1.6367
H 0.4723 -1.5944 1.0983
H 0.4981 0.5797 -2.1861
H -0.2207 0.5020 0.0547


Record 3
138
Properties=species:S:1:pos:R:3 method="wB97M-V/def2-TZVPD" orbital_gap_ev=8.203 charge=+1
O -4.9016 -0.1123 -1.4176
S -6.1690 -0.2967 -0.8074
O -7.1700 0.6483 -1.1135
Cl -5.8553 -0.3927 1.1829
C -6.7421 -1.9451 -1.2499
C -5.5834 -2.7273 -1.8139
C -5.8705 -4.2123 -1.9790
C -4.6077 -5.0489 -2.0502
N -3.6342 -4.4571 -2.9789
C -3.5986 -4.5867 -4.2754
N -2.5877 -3.8995 -4.7455
C -2.2560 -3.8343 -6.1576
F -2.9058 -4.8295 -6.7417
F -2.6884 -2.7175 -6.6880
C -0.7443 -4.0460 -6.4879
F -0.6468 -4.6788 -7.6168
F -0.1874 -4.7694 -5.5450
F -0.1411 -2.8858 -6.5737
C -1.9434 -3.2953 -3.6658
Cl -0.6080 -2.3330 -3.7808
C -2.5899 -3.6687 -2.5777
C -2.1633 -3.3030 -1.2150
C -0.8963 -4.1443 -0.8241
C -1.0633 -4.8985 0.4726
Cl -1.0091 -3.8071 1.8434
H -7.0682 -2.4094 -0.3378
H -7.5671 -1.8357 -1.9250
H -4.7542 -2.6111 -1.1465
H -5.2855 -2.3049 -2.7598
H -6.4670 -4.3828 -2.8605
H -6.4118 -4.5600 -1.1177
H -4.8249 -6.0561 -2.3603
H -4.1268 -5.0973 -1.0952
H -4.3050 -5.1511 -4.8283
H -1.9373 -2.2549 -1.1768
H -2.9198 -3.4994 -0.4799
H -0.7462 -4.8982 -1.5805
H -0.0334 -3.5093 -0.8109
H -0.3459 -5.6850 0.5760
H -2.0372 -5.3563 0.4756
C -4.5698 -4.9712 6.4007
C -5.7636 -5.4663 5.8884
C -5.9369 -5.5980 4.5269
C -4.9020 -5.2225 3.6925
C -3.7173 -4.7028 4.1771
C -3.5453 -4.5836 5.5455
N -5.0595 -5.3875 2.2466
O -6.1118 -5.8247 1.8273
O -4.1249 -5.0899 1.5165
H -4.4450 -4.8825 7.4709
H -6.5614 -5.7539 6.5566
H -6.8617 -5.9852 4.1277
H -2.9618 -4.4006 3.4749
H -2.6197 -4.1895 5.9408
C 0.6679 0.4759 -7.9708
C 1.2319 -0.1795 -6.8840
C 2.0483 0.5102 -6.0078
C 2.2831 1.8506 -6.2236
C 1.7418 2.5235 -7.3000
C 0.9295 1.8247 -8.1808
N 3.1214 2.5703 -5.2510
O 3.5794 1.9132 -4.3358
O 3.2912 3.7569 -5.4076
H 0.0232 -0.0615 -8.6532
H 1.0364 -1.2196 -6.7035
H 2.4870 0.0079 -5.1597
H 1.9417 3.5729 -7.4528
H 0.4942 2.3358 -9.0271
C 5.9393 2.7320 -1.7133
C 6.9243 2.8214 -0.7380
C 6.6233 3.3603 0.5025
C 5.3352 3.7978 0.7437
C 4.3447 3.7253 -0.2173
C 4.6537 3.1867 -1.4548
N 5.0006 4.3460 2.0681
O 5.8852 4.4179 2.8906
O 3.8480 4.6859 2.2626
H 6.1726 2.3059 -2.6796
H 7.9264 2.4689 -0.9408
H 7.3827 3.4314 1.2659
H 3.3464 4.0780 -0.0065
H 3.8951 3.1181 -2.2194
C -3.9769 1.8509 5.7230
C -3.9509 0.7817 4.8384
C -4.6605 -0.3706 5.1243
C -5.3884 -0.4393 6.2954
C -5.4260 0.6087 7.1930
C -4.7139 1.7602 6.8989
N -6.1358 -1.6680 6.5962
O -6.0704 -2.5851 5.7974
O -6.7611 -1.7144 7.6327
H -3.4286 2.7431 5.5104
H -3.3769 0.8493 3.9253
H -4.6380 -1.2066 4.4465
H -5.9958 0.5328 8.1061
H -4.7324 2.5902 7.5906
C 2.1660 2.0169 3.1444
C 2.2474 0.8921 2.3335
C 1.8729 -0.3478 2.8248
C 1.4183 -0.4386 4.1258
C 1.3367 0.6661 4.9507
C 1.7151 1.9020 4.4521
N 0.9939 -1.7498 4.6461
O 1.0820 -2.7110 3.9074
O 0.5640 -1.7937 5.7783
H 2.4537 2.9854 2.7571
H 2.6014 0.9827 1.3162
H 1.9332 -1.2263 2.2011
H 0.9822 0.5706 5.9653
H 1.6554 2.7771 5.0831
C 12.4028 5.8557 -3.3132
C 12.1835 4.8366 -4.2302
C 11.5615 3.6663 -3.8313
C 11.1655 3.5398 -2.5143
C 11.3796 4.5386 -1.5848
C 12.0046 5.7047 -1.9920
N 10.4850 2.3067 -2.0915
O 10.3225 1.4369 -2.9185
O 10.1162 2.2316 -0.9347
H 12.8849 6.7703 -3.6294
H 12.4955 4.9548 -5.2577
H 11.3883 2.8698 -4.5380
H 11.0655 4.4150 -0.5602
H 12.1786 6.4971 -1.2787
C -0.1009 6.9590 1.6956
C -0.0780 5.8710 0.8334
C -0.8129 4.7360 1.1287
C -1.5644 4.7137 2.2875
C -1.5966 5.7829 3.1609
C -0.8564 6.9129 2.8589
N -2.3601 3.5176 2.5956
O -2.2987 2.5801 1.8299
O -3.0348 3.5264 3.6085
H 0.4711 7.8455 1.4598
H 0.5117 5.9085 -0.0715
H -0.7997 3.8862 0.4642
H -2.1876 5.7417 4.0624
H -0.8710 7.7589 3.5302


Record 4
93
Properties=species:S:1:pos:R:3 method="wB97M-V/def2-TZVPD" orbital_gap_ev=5.821 relative_energy_kcal_mol=20.5 charge=-2
Cs -0.9890 -1.6385 1.3980
Cl -3.7732 -4.8500 -5.0221
C -2.8325 -4.7016 -3.5573
C -2.8812 -3.5077 -2.8474
C -2.1585 -3.3235 -1.6789
N -2.2899 -2.1423 -0.9407
C -1.8381 -1.0009 -1.3694
O -1.8834 0.0695 -0.6993
C -1.1034 -0.8965 -2.6884
C -1.7499 -0.4493 -3.8393
C -1.0288 -0.3380 -5.0132
C 0.3181 -0.6738 -5.0001
C 0.8722 -1.0996 -3.8039
N 0.1923 -1.2100 -2.6681
C -1.3457 -4.3902 -1.1741
C -1.3402 -5.5895 -1.8974
C -2.0601 -5.7346 -3.0744
Cl -1.9747 -7.2627 -3.9252
N -0.5544 -4.1373 -0.0677
C -0.0301 -5.1255 0.6481
O -0.2442 -6.3532 0.6419
C 1.1008 -4.6541 1.5765
C 2.2579 -5.4299 1.6364
C 3.3298 -4.9729 2.3797
C 3.2158 -3.7716 3.0641
C 2.0164 -3.0805 2.9829
N 0.9860 -3.5160 2.2595
H -3.5163 -2.7069 -3.2018
H -2.8028 -0.2040 -3.7936
H -1.5085 -0.0019 -5.9249
H 0.9270 -0.6138 -5.8928
H 1.9243 -1.3684 -3.7555
H -0.7670 -6.4215 -1.5200
H 2.2839 -6.3633 1.0917
H 4.2524 -5.5421 2.4191
H 4.0348 -3.3648 3.6430
H 1.8773 -2.1342 3.4975
F 4.7815 0.7440 4.3622
C 4.7297 1.4579 3.2244
F 6.0345 1.7107 2.9111
F 4.2083 2.6590 3.5311
C 4.0213 0.7607 2.1023
C 4.7323 0.4799 0.9515
C 4.1150 -0.1736 -0.1038
C 2.7774 -0.5088 0.0669
N 2.0812 -0.2446 1.1562
C 2.6510 0.3876 2.2100
S 1.6754 0.6866 3.5930
H 5.7734 0.7695 0.8820
H 4.6365 -0.4132 -1.0193
H 2.2259 -1.0236 -0.7186
Br 0.7369 4.8927 4.5646
C -0.6292 3.6195 4.9015
C -1.2763 3.6240 6.1247
C -2.2487 2.6648 6.3670
C -2.5595 1.7250 5.3988
C -1.9193 1.7499 4.1647
C -0.9378 2.6994 3.9166
C -2.3087 0.6851 3.1770
O -2.6225 -0.4152 3.5851
O -2.3651 0.9518 1.8925
H -1.0132 4.3554 6.8762
H -2.7548 2.6478 7.3245
H -3.2909 0.9518 5.5882
H -0.3692 2.6941 3.0007
C -1.8615 4.0909 -3.6987
C -2.3909 3.9715 -2.2767
C -3.0628 2.6259 -2.0184
C -3.4829 2.4354 -0.5695
Ge -2.0096 2.3324 0.7214
C -0.0981 2.4301 0.3258
C 0.4687 1.9511 -1.0038
C 1.8373 2.5564 -1.2875
C 2.4449 2.0154 -2.5710
H -1.3797 5.0536 -3.8795
H -2.6674 3.9785 -4.4284
H -1.1296 3.3061 -3.8997
H -3.0962 4.7826 -2.0626
H -1.5598 4.1077 -1.5746
H -2.3815 1.8205 -2.2967
H -3.9333 2.5378 -2.6812
H -4.0552 1.5170 -0.4413
H -4.1040 3.2764 -0.2421
H -2.2735 3.5354 1.6839
H 0.4041 1.8942 1.1407
H 0.1428 3.4916 0.4754
H -0.2039 2.1819 -1.8362
H 0.5440 0.8642 -0.9886
H 2.5024 2.3539 -0.4409
H 1.7491 3.6489 -1.3480
H 2.5987 0.9376 -2.5006
H 3.4110 2.4755 -2.7900
H 1.7846 2.1904 -3.4253


Record 5
136
Properties=species:S:1:pos:R:3 method="wB97M-V/def2-TZVPD" orbital_gap_ev=7.572 charge=+1
C -0.4761 -3.5985 3.5941
C -0.6993 -2.1660 3.1602
O -1.7174 -2.0683 2.1326
B -1.9814 -0.8024 1.6753
O -2.7181 0.0715 2.4153
C -1.3681 -0.2921 0.2274
C -0.4937 -1.4431 -0.2764
C 0.1919 -1.2451 -1.6168
O 1.1937 -0.2097 -1.6009
C 2.3236 -0.5009 -0.9146
O 2.5777 -1.6027 -0.5085
C 3.2357 0.6865 -0.7544
C 4.0797 0.8959 -2.0260
C -2.4061 0.2964 -0.7747
C -3.8238 -0.2007 -0.5953
C -4.7296 0.2823 0.3505
C -5.9952 -0.2686 0.3914
N -6.4417 -1.2363 -0.4066
C -5.5728 -1.7143 -1.2913
C -4.2856 -1.2153 -1.4143
C -2.0658 1.7982 -0.9739
C -1.2267 1.9607 -2.2831
O -1.9602 1.5733 -3.4113
C -1.0606 1.1630 -4.4495
C -3.1889 2.8691 -1.0661
F -4.2630 2.3620 -1.7639
C -3.6477 3.5354 0.2303
C -4.2086 4.9325 -0.1032
C -1.0167 2.0356 0.0588
N -0.6253 0.9556 0.6215
S 0.6475 0.9018 1.8035
H -0.0515 -3.5835 4.5949
H 0.2747 -4.0693 2.9569
H -1.3861 -4.1860 3.5910
H -0.9725 -1.5372 4.0140
H 0.2656 -1.7950 2.7945
H -3.1464 -0.4176 3.1308
H 0.2955 -1.6070 0.4592
H -1.1100 -2.3369 -0.3444
H -0.4856 -0.9945 -2.4297
H 0.6337 -2.1963 -1.9110
H 3.8392 0.5129 0.1293
H 2.5938 1.5632 -0.6490
H 3.5429 0.5724 -2.9206
H 5.0370 0.3872 -1.9633
H 4.2914 1.9547 -2.1340
H -2.1451 -0.1334 -1.7455
H -4.4409 1.0496 1.0484
H -6.6950 0.1164 1.1287
H -5.8804 -2.5149 -1.9548
H -3.6335 -1.6267 -2.1789
H -0.3243 1.3423 -2.1870
H -0.8692 2.9979 -2.3600
H -0.8371 0.1003 -4.3325
H -1.4882 1.3680 -5.4273
H -0.1238 1.7239 -4.3746
H -2.7823 3.6771 -1.6818
H -2.8102 3.6737 0.9186
H -4.4631 2.9859 0.6940
H -3.4839 5.5439 -0.6399
H -4.5854 5.4412 0.7815
H -5.0642 4.7951 -0.7694
H -0.5499 2.9819 0.3018
H 1.1730 2.1110 1.5400
C 7.1093 2.1443 0.1464
O 6.2555 2.4144 -0.6885
N 8.3178 2.7749 0.2013
N 6.9530 1.1764 1.0977
H 9.0136 2.5637 0.9049
H 8.5044 3.4810 -0.4867
H 6.1017 0.6485 1.1082
H 7.6919 0.9190 1.7321
C -9.4891 -1.1135 -3.7223
O -10.2935 -0.7164 -4.5418
N -8.2461 -0.5515 -3.5818
N -9.7543 -2.1479 -2.8661
H -7.5694 -0.8670 -2.9143
H -8.0210 0.2176 -4.1840
H -10.6567 -2.5797 -2.9361
H -9.1069 -2.4767 -2.1752
C 10.5794 -0.7509 0.0721
O 9.5500 -1.1161 0.6155
N 11.6593 -1.5750 -0.0819
N 10.7271 0.5139 -0.4233
H 12.5134 -1.2932 -0.5229
H 11.5780 -2.5081 0.2753
H 9.9390 1.1239 -0.3071
H 11.5578 0.8488 -0.8715
C 9.3996 3.0078 3.6274
O 9.8733 2.3627 2.6939
N 8.0947 3.4107 3.6499
N 10.1511 3.3656 4.7010
H 7.6807 3.9438 4.3897
H 7.5451 3.1455 2.8517
H 11.1127 3.0794 4.7060
H 9.7935 3.8897 5.4764
C 1.6201 -2.7054 -4.9619
O 0.5122 -2.7693 -4.4498
N 1.9741 -3.4769 -6.0273
N 2.5895 -1.8557 -4.5034
H 2.8764 -3.4431 -6.4620
H 1.2836 -4.1108 -6.3845
H 2.3616 -1.2774 -3.7165
H 3.5059 -1.7916 -4.9047
C -3.5189 -3.7849 6.1928
O -2.3683 -3.9537 5.8262
N -3.9879 -4.2528 7.3838
N -4.4379 -3.1168 5.4242
H -4.9313 -4.1288 7.6980
H -3.3410 -4.7507 7.9667
H -4.1283 -2.7911 4.5291
H -5.3916 -2.9719 5.6964
C 0.3924 5.7431 -3.6232
O -0.6535 5.7387 -2.9899
N 0.5526 4.9385 -4.7181
N 1.4481 6.5431 -3.3062
H 1.3743 4.9136 -5.2919
H -0.2319 4.3605 -4.9558
H 1.3418 7.1533 -2.5174
H 2.3063 6.5595 -3.8236
C 3.4276 -3.8831 2.8582
O 3.1554 -2.8292 3.4136
N 3.6374 -3.9601 1.5115
N 3.5338 -5.0618 3.5409
H 3.8549 -4.8109 1.0293
H 3.5547 -3.1065 0.9860
H 3.3832 -5.0330 4.5318
H 3.7551 -5.9365 3.1057
C -10.5479 -1.8671 1.9973
O -11.5581 -2.3963 2.4155
N -9.3792 -2.5598 1.8118
N -10.4921 -0.5380 1.6728
H -8.5351 -2.1477 1.4588
H -9.3938 -3.5389 2.0267
H -11.3323 -0.0034 1.7902
H -9.6727 -0.0885 1.3131


Record 6
37
Properties=species:S:1:pos:R:3 method="wB97M-V/def2-TZVPD" orbital_gap_ev=9.464 relative_energy_kcal_mol=36.4
Ar 1.9230 -3.7924 16.0837
O -0.5680 -1.1800 16.1996
H -1.0003 -2.0124 16.3906
H 0.0390 -1.3826 15.4877
O 2.4477 -3.4520 12.5336
H 1.7666 -3.9470 12.0782
H 3.0213 -3.1353 11.8358
O -0.5205 -5.9107 15.6339
H -0.1874 -6.4739 14.9354
H -0.3708 -6.4099 16.4367
O 5.1808 -3.3876 17.7773
H 4.7455 -2.6164 17.4140
H 4.4673 -3.9929 17.9794
O 3.8162 -7.0378 16.4108
H 4.7684 -6.9787 16.4887
H 3.4829 -6.4625 17.0993
O 3.1976 -1.5107 18.3806
H 2.6883 -2.2017 18.8041
H 2.5409 -0.9310 17.9945
O -1.5832 -3.6864 16.9292
H -2.4946 -3.6974 16.6367
H -1.1653 -4.3944 16.4390
O 2.3613 -6.0644 18.7372
H 1.5746 -6.4441 18.3459
H 2.6111 -6.6837 19.4230
O 3.6912 -5.8591 13.7871
H 3.0655 -6.4590 14.1932
H 3.1759 -5.0799 13.5784
O 1.4339 -3.6119 19.7449
H 1.7148 -4.4444 19.3651
H 0.4872 -3.5914 19.6046
O 1.6331 -0.8599 13.8324
H 1.6942 -1.6960 13.3705
H 0.8645 -0.4326 13.4544
O 4.9108 -1.4050 15.2725
H 4.5129 -1.5886 14.4215
H 5.8426 -1.2951 15.0830


Record 7
15
Properties=species:S:1:pos:R:3 method="wB97M-V/def2-TZVPD" orbital_gap_ev=11.607 smiles=O.O.O.O.O relative_energy_kcal_mol=38.6
O -0.5213 -1.0270 -0.4203
H -1.0491 -1.1555 0.3759
H 0.3807 -0.9392 -0.0921
O -2.8544 -1.7744 2.3350
H -3.6827 -1.8224 1.8443
H -2.2308 -1.3945 1.7059
O 2.9462 1.0715 3.1054
H 3.1481 0.1525 2.8966
H 3.7318 1.5539 2.8243
O 0.1538 -1.9644 -3.5788
H 0.8594 -2.1744 -2.9568
H 0.5158 -1.2466 -4.1106
O 0.1577 3.7101 -1.3806
H -0.0812 2.7853 -1.2511
H -0.6480 4.1150 -1.7209


Record 8
15
Properties=species:S:1:pos:R:3 method="wB97M-V/def2-TZVPD" orbital_gap_ev=10.651 relative_energy_kcal_mol=77.2 charge=+1
C -1.6215 -0.3973 -0.3286
N -0.7418 0.0487 0.7078
N -0.1023 1.2641 0.3429
N 1.1757 1.1263 -0.2024
C 1.9755 0.1024 -0.0152
N 1.5494 -0.9977 0.5289
H -2.2291 -1.1822 0.2075
H -2.2873 0.4110 -0.7486
H -1.1714 -0.6671 -1.3377
H -1.1886 -0.0133 1.5781
H -0.6975 1.7827 -0.4286
H 1.4847 2.0599 -0.5788
H 3.0039 0.1980 -0.2794
H 2.2328 -1.7214 0.6399
H 0.5677 -1.0867 0.6852


Record 9
8
Properties=species:S:1:pos:R:3 method="wB97M-V/def2-TZVPD" orbital_gap_ev="7.928 / 8.600" relative_energy_kcal_mol=150.4 charge=-1
C -0.1407 0.1868 -0.1456
N 1.6958 -1.0790 1.4417
N 1.0344 -1.5023 2.3943
O 1.7460 -2.1332 3.2257
O -0.1556 -1.2930 2.5391
H -0.6097 -0.3644 0.6677
H 0.4643 -0.2786 -0.8337
H 0.0574 1.3675 0.0436